Below is a molecular structure, C25H39Br39N5O2, with properties calculated with ωB97M-V with the def2-TZVPD basis set.

The value obtained for the LUMO energy is -2.582 eV. The net charge is +1. The calculation puts the HOMO-LUMO gap at 8.39 eV.

Last column: Mulliken charge in e.
Cartesian coordinates (Å):
Br 4.181 -4.740 -9.537  -0.020
Br 3.303 -4.995 -3.797  0.056
Br -8.594 6.489 -1.102  -0.013
Br -10.091 2.203 4.796  -0.040
Br 3.435 -3.600 -0.642  0.045
Br -11.716 -0.984 -0.599  -0.010
Br -2.082 -9.593 -5.838  -0.048
Br -4.771 0.628 3.188  0.027
Br 3.036 -7.580 -10.445  -0.008
Br 10.146 2.213 5.800  0.022
Br 5.033 -7.384 -7.962  -0.010
Br 8.660 0.819 3.349  0.036
Br -8.268 4.392 1.300  0.036
Br 1.298 -5.165 -6.268  -0.009
Br -1.960 -11.977 -2.943  0.029
Br -7.230 2.457 6.191  -0.017
Br -1.947 -14.890 -1.636  -0.028
Br -4.275 4.878 -0.194  0.053
Br 10.597 3.325 2.845  -0.052
Br -5.709 11.041 1.011  -0.043
Br -5.748 7.994 0.055  0.065
Br -0.283 -8.219 -3.580  0.017
Br -2.077 2.638 -0.772  -0.030
Br -8.005 -0.211 4.624  -0.016
Br -6.647 10.303 -1.952  -0.002
Br -5.781 -9.340 -4.537  -0.025
Br 2.450 -2.335 -5.346  -0.031
Br -3.781 -9.153 -2.059  0.069
Br 1.027 -9.081 -6.359  0.002
Br -4.596 -6.509 -3.651  -0.021
Br -1.342 5.151 1.051  -0.006
Br -8.773 3.345 -1.678  0.036
Br -6.371 -0.728 0.783  -0.026
Br -12.235 1.494 -2.542  -0.030
Br 5.522 -5.985 -0.982  -0.010
Br -3.238 -0.190 0.520  -0.094
Br 6.376 -3.332 0.576  -0.124
Br -3.239 -12.436 -0.054  -0.042
Br -11.300 2.011 0.470  0.043
O 2.905 4.582 -0.287  -0.479
O 7.075 4.045 2.037  -0.471
N 5.699 -0.227 1.105  -0.562
N 5.612 2.540 0.257  0.333
N 3.391 2.451 0.317  -0.298
N 5.080 3.731 -0.097  -0.230
N 4.548 0.531 0.918  0.356
C -9.092 4.758 -0.411  -0.433
C 1.133 0.350 2.576  -0.545
C 7.050 2.312 0.337  0.186
C -6.569 9.731 -0.112  -0.349
C 4.545 1.785 0.515  0.455
C 3.786 3.650 -0.044  0.358
C -5.160 -8.260 -3.065  -0.375
C -1.615 2.196 3.425  -1.002
C 2.939 5.553 0.824  -0.485
C -0.104 2.304 3.714  0.360
C 7.701 3.606 0.850  -0.335
C 5.289 -4.082 -0.839  -0.401
C -1.880 -12.992 -1.305  -0.328
C 2.669 4.904 2.187  -0.712
C 0.599 0.952 3.906  -1.025
C 2.659 0.376 2.546  -0.396
C -8.231 1.698 4.728  0.019
C 3.643 -6.503 -8.967  0.325
C 10.237 1.767 3.932  -0.336
C -4.908 0.416 1.279  -0.148
C 1.911 -4.099 -4.785  -0.371
C -2.398 4.507 -0.433  -0.436
C -0.568 -8.457 -5.473  -0.220
C 3.242 -0.113 1.188  -0.889
C -12.285 0.855 -0.724  -0.340
H 3.130 -0.182 3.359  0.349
H -1.763 2.079 2.348  0.059
H 3.440 -1.174 1.334  0.401
H 5.633 -3.647 -1.768  0.476
H 5.513 4.599 -0.370  0.327
H 2.229 5.599 2.900  0.442
H 11.074 1.094 3.803  0.404
H -2.113 1.431 4.015  0.342
H 5.952 -0.281 2.090  0.163
H 0.685 0.827 1.701  0.434
H -13.318 0.883 -0.406  0.344
H -7.589 9.636 0.234  0.328
H 7.277 1.558 1.073  -0.155
H -0.001 2.882 4.640  0.457
H -5.117 1.396 0.866  0.242
H -2.077 5.054 -1.308  0.381
H 7.480 2.108 -0.645  0.128
H -0.798 -7.482 -5.881  0.264
H 7.726 4.460 2.610  0.364
H 1.447 1.134 4.579  0.454
H 2.212 6.328 0.602  0.425
H -10.161 4.791 -0.248  0.399
H 1.072 -3.977 -4.114  0.374
H 2.964 1.423 2.680  0.177
H -6.000 -8.117 -2.401  0.362
H 3.599 4.516 2.615  0.311
H 3.945 5.984 0.852  0.298
H 7.670 4.388 0.075  0.345
H -7.823 2.113 3.816  0.026
H 0.357 2.904 2.925  -0.552
H -2.090 3.145 3.700  0.354
H 0.814 -0.700 2.577  0.228
H 8.764 3.444 1.078  0.148
H -0.923 -12.783 -0.848  0.361
H 2.804 -6.378 -8.299  -0.305
H 5.559 -1.196 0.806  0.022
H 2.024 4.039 2.027  -0.035
H 2.544 0.023 0.365  0.378
H -0.050 0.253 4.437  0.477

---

Below is 10 unconnected molecules or ions with the total composition C25H39F4NO33S5, with properties calculated with ωB97M-V with the def2-TZVPD basis set.

The value obtained for the LUMO energy is -0.311 eV. The net charge is 0. Its SMILES is O=C1OC[C@@H](F)O1.O=C1OC[C@@H](F)O1.O=C1OC[C@@H](F)O1.O=C1OC[C@@H](F)O1.O=S1(=O)OCCO1.O=S1(=O)OCCO1.O=S1(=O)OCCO1.O=S1(=O)OCCO1.O=S1(=O)OCCO1.CNC(C)=O. The calculation puts the HOMO-LUMO gap at 10.13 eV.

Last column: Mulliken charge in e.
Cartesian coordinates (Å):
S 1.153 -0.239 -4.199  0.966
S -1.322 -4.225 -0.745  0.765
S -4.803 -0.004 -4.429  1.129
S 4.799 -0.525 6.704  1.079
S -0.172 5.078 4.103  1.025
F 3.474 -4.336 -5.043  -0.274
F -4.479 -2.257 2.705  -0.470
F -0.471 0.989 5.619  -0.286
F 2.646 2.714 -2.554  -0.329
O 3.976 -0.005 5.441  -0.219
O -1.372 3.364 -1.156  -0.471
O 0.903 4.472 4.833  -0.517
O 0.332 2.756 -2.474  0.025
O -1.999 -3.350 -1.680  -0.457
O -1.152 5.889 4.762  -0.534
O 4.795 -3.008 -3.809  -0.349
O 1.470 0.604 -5.312  -0.703
O 5.957 -1.286 5.874  -0.332
O -4.325 0.990 4.426  -0.563
O 3.483 -2.740 -2.020  -0.180
O 1.014 -1.840 -4.612  -0.469
O -0.866 3.980 3.145  -0.226
O -3.775 -2.027 0.543  -0.169
O 0.438 5.962 2.853  -0.387
O -0.435 -0.066 -3.923  -0.311
O -4.513 1.233 -5.458  -0.384
O -4.910 -0.107 0.683  -0.474
O 1.872 -0.099 -2.962  -0.229
O 0.277 4.792 -1.634  -0.381
O -1.655 -5.620 -0.786  -0.629
O 4.822 -1.042 -2.647  -0.465
O 4.025 -1.490 7.443  -0.548
O -4.313 -1.230 -5.028  -0.610
O -3.669 0.610 -3.408  0.001
O -2.573 0.168 5.599  -0.406
O -4.711 -1.073 -1.323  -0.418
O -6.120 0.038 -3.877  -0.531
O 5.428 0.535 7.440  -0.547
O 0.309 -0.957 1.368  -0.285
O -1.426 -3.673 0.785  -0.194
O -2.448 0.338 3.400  -0.153
O 0.238 -3.921 -0.826  -0.126
N 0.134 0.117 -0.596  1.724
C 4.630 -0.352 4.184  -0.131
C 2.966 -3.861 -2.724  0.199
C -4.046 -0.140 1.826  -0.277
C -1.220 -0.294 3.790  -0.226
C -4.486 2.410 -4.693  -0.355
C -0.347 3.633 -1.729  0.403
C 0.856 -0.335 0.454  0.269
C -3.235 0.537 4.473  0.523
C -4.484 -1.061 -0.160  0.241
C 0.896 -3.826 0.427  0.149
C 4.411 -2.127 -2.831  0.515
C -0.988 -1.306 -3.534  1.027
C -3.693 2.024 -3.415  0.291
C -0.651 4.242 1.754  0.366
C 6.060 -0.700 4.579  -0.377
C 0.572 5.134 1.718  -0.190
C -3.614 -1.583 1.873  1.424
C 1.509 4.742 -2.320  -0.488
C -1.307 0.029 -0.652  -0.261
C -1.230 -0.087 5.308  0.294
C -0.200 -3.649 1.483  0.200
C 2.369 -0.272 0.342  -0.780
C -0.337 -2.277 -4.514  -0.177
C 3.975 -4.169 -3.802  0.254
C 1.515 3.338 -2.979  0.299
H -5.478 2.742 -4.383  0.307
H -3.194 0.516 1.646  0.254
H 0.482 5.769 0.835  0.208
H -1.541 4.762 1.403  0.270
H -0.854 -0.976 5.807  0.348
H 2.403 4.799 -1.692  0.269
H 1.639 5.605 -2.973  0.328
H -0.195 -4.427 2.251  0.349
H -0.368 -3.325 -4.218  0.274
H -1.178 -1.315 3.421  0.070
H 4.107 -1.245 3.842  0.191
H -1.636 -1.018 -0.677  -0.141
H -1.720 0.607 -1.471  -0.241
H 0.585 0.064 -1.508  -0.808
H 1.597 -2.994 0.434  -0.447
H -0.093 -2.721 2.045  -0.265
H 2.646 -1.296 0.079  0.091
H -2.579 -1.804 2.126  -0.389
H 2.774 -4.727 -2.099  0.391
H -0.471 0.315 3.290  0.082
H -2.066 -1.272 -3.657  -0.030
H -4.581 0.230 2.695  0.445
H 2.721 0.306 -0.510  0.190
H 1.537 4.628 1.650  0.338
H 1.539 3.399 -4.065  0.281
H 4.548 -5.061 -3.541  0.251
H -4.163 2.368 -2.491  0.236
H 4.517 0.488 3.507  0.234
H 2.057 -3.494 -3.210  -0.343
H -1.709 0.390 0.297  0.367
H 6.507 -1.356 3.839  0.314
H 6.626 0.223 4.722  0.325
H -0.785 -1.522 -2.487  -0.706
H -0.854 -2.251 -5.477  0.305
H -2.641 2.315 -3.428  -0.327
H -0.510 3.273 1.279  -0.343
H 1.440 -4.753 0.611  0.511
H 2.878 0.015 1.257  0.169
H -3.945 3.181 -5.235  0.362

---

Below is a molecular structure, C25H39N5O2OsPS3, with properties calculated with ωB97M-V with the def2-TZVPD basis set.

The value obtained for the LUMO energy (spin up / spin down) is -8.358 / -8.126 eV. Its multiplicity is 2. The net charge is +2. As for the expectation value of S²: 0.77. The calculation puts the HOMO-LUMO gap (spin up / spin down) at 5.14 / 5.40 eV.

Last column: Mulliken charge in e.
Cartesian coordinates (Å):
Os 0.280 0.447 0.160  1.736
S 2.468 -0.485 -0.284  -0.450
S 0.337 -0.282 -4.353  -0.440
S 0.194 1.785 -1.749  -0.204
P -0.347 1.474 -3.735  0.869
O -1.916 1.705 -3.817  -0.343
O 0.226 2.699 -4.510  -0.337
N -0.918 1.783 1.148  0.466
N 0.145 -0.415 2.041  0.065
N 1.019 -2.596 -1.045  -0.235
N 3.176 -2.986 -0.338  -0.318
N -0.036 -1.723 -1.367  -0.374
C -0.420 0.405 2.962  1.242
C 0.318 4.332 0.753  -1.381
C -3.496 3.342 -0.946  -0.665
C 0.435 -2.804 2.311  1.103
C -1.102 1.526 2.456  0.830
C -2.829 2.387 -0.203  1.569
C -1.036 4.021 0.205  1.415
C -0.929 -3.012 1.729  -1.418
C 2.199 -1.279 3.054  1.551
C -3.371 1.000 -0.033  -1.241
C 2.185 -2.136 -0.568  0.774
C 2.410 -3.656 3.401  -0.904
C 2.914 -2.371 3.524  -0.808
C -1.744 4.946 -0.545  -0.742
C 1.183 -3.868 2.789  -0.909
C -0.362 0.137 4.428  -2.057
C 0.941 -1.499 2.456  -0.821
C -1.606 2.742 0.411  -2.121
C -2.948 0.713 -3.868  -0.020
C -2.965 4.617 -1.109  -1.112
C 2.766 0.097 3.194  -1.539
C -1.957 2.398 3.309  -1.810
C -0.258 4.047 -4.285  -0.142
C 0.726 4.836 -3.447  -0.863
C -3.064 0.087 -5.242  -1.291
H -3.495 5.344 -1.705  0.476
H -2.401 3.196 2.717  0.410
H -2.214 -0.559 -5.449  0.313
H 3.106 -3.974 -0.519  0.206
H -3.974 -0.503 -5.294  0.431
H -1.368 0.068 4.842  0.522
H -1.240 4.009 -3.804  0.204
H -1.677 -2.926 2.516  0.361
H 2.404 0.766 2.409  0.152
H 3.864 -2.205 4.009  0.534
H 2.977 -4.492 3.780  0.475
H 0.044 -1.382 -2.348  -0.150
H 1.670 4.945 -3.972  0.357
H -0.357 4.480 -5.282  0.368
H -0.913 -2.236 -1.276  0.327
H -2.749 1.817 3.780  0.453
H 0.292 4.507 1.828  0.351
H -1.337 5.934 -0.700  0.572
H -2.762 -0.041 -3.097  0.148
H -1.023 -4.002 1.295  0.482
H 0.719 5.226 0.282  0.483
H 0.792 -4.871 2.719  0.514
H -1.145 -2.246 0.984  -0.092
H -3.115 0.866 -5.999  0.318
H 4.040 -2.632 0.040  0.236
H 0.167 -0.785 4.653  0.353
H -3.849 1.281 -3.629  0.261
H 0.135 0.959 4.943  0.424
H -4.434 3.100 -1.423  0.530
H -3.824 0.889 0.953  0.356
H -4.141 0.794 -0.771  0.492
H 0.910 4.344 -2.495  0.064
H 2.501 0.524 4.161  0.309
H 0.975 -3.548 -1.396  0.237
H 3.851 0.055 3.150  0.526
H -2.565 0.256 -0.130  -0.074
H 0.997 3.493 0.570  0.220
H 0.317 5.825 -3.258  0.347
H -1.362 2.839 4.110  0.426

---

Below is a molecular structure, C25H39OPd, with properties calculated with ωB97M-V with the def2-TZVPD basis set.

The value obtained for the LUMO energy (spin up / spin down) is -2.300 / -5.069 eV. Its multiplicity is 5. The net charge is +1. As for the expectation value of S²: 6.04. The calculation puts the HOMO-LUMO gap (spin up / spin down) at 7.78 / 6.65 eV.

Last column: Mulliken charge in e.
Cartesian coordinates (Å):
Pd -0.180 0.652 0.682  0.528
O 1.431 -2.012 0.945  0.086
C 3.002 -3.553 -0.200  -1.236
C 2.404 0.518 -3.672  -1.098
C 2.545 1.436 -2.402  0.308
C 1.572 -3.229 0.200  -0.331
C -0.332 1.818 2.459  0.565
C -1.132 0.636 2.548  0.752
C -3.264 -0.211 -3.924  -0.415
C 2.140 -2.016 2.192  -0.002
C -0.190 3.869 0.878  -1.409
C 1.359 2.452 -2.409  -0.830
C -1.867 1.875 0.717  0.710
C -1.958 -1.758 -1.559  -0.227
C -1.968 0.041 -3.548  -0.447
C -0.977 -0.495 3.496  -1.260
C -3.192 -1.963 -2.091  -0.595
C -2.595 2.249 -0.522  -1.238
C -3.810 -1.239 -3.162  -0.467
C -3.032 -0.427 1.139  -1.461
C 2.447 0.650 -1.223  0.208
C -2.080 0.656 1.462  0.230
C 0.846 2.139 3.315  -1.607
C 1.654 -3.068 3.174  -1.553
C 2.011 1.063 0.084  -1.088
C -1.366 -0.774 -2.522  0.597
C -0.787 2.583 1.340  0.609
H 0.598 2.100 -1.655  -0.055
H 3.525 -2.684 -0.616  0.259
H 1.339 1.222 3.661  0.386
H 2.997 -4.340 -0.960  0.448
H 1.629 3.500 -2.219  0.364
H 0.549 2.714 4.202  0.362
H 2.126 -2.889 4.145  0.413
H 3.271 0.498 -4.333  0.400
H -0.319 4.661 1.627  0.351
H 0.888 3.760 0.709  0.288
H -4.775 -1.417 -3.515  0.427
H -3.903 -0.453 1.804  0.318
H 2.099 -0.525 -3.406  0.245
H -0.016 -0.437 4.016  0.400
H -3.557 2.739 -0.314  0.333
H 2.075 2.143 0.227  0.607
H 1.932 -4.074 2.840  0.417
H 2.429 0.473 0.907  0.534
H 0.786 2.344 -3.352  0.365
H 0.566 -3.026 3.306  0.282
H 1.578 2.739 2.761  0.300
H 2.319 -0.430 -1.404  -0.118
H -1.020 -1.448 2.953  0.071
H -3.617 0.408 -4.757  0.416
H 1.525 0.872 -4.249  0.266
H 1.983 -1.009 2.611  -0.142
H -1.273 0.762 -4.057  0.222
H 3.221 -2.146 2.005  0.520
H 1.163 -4.059 0.802  0.459
H -3.383 -0.336 0.113  0.326
H -0.649 4.201 -0.058  0.300
H -2.523 -1.392 1.213  0.355
H 3.575 -3.928 0.656  0.317
H -1.996 2.928 -1.135  0.249
H -3.855 -2.733 -1.728  0.421
H -1.771 -0.508 4.255  0.329
H 0.938 -3.084 -0.684  0.176
H -0.335 -0.396 -2.647  0.052
H -2.799 1.355 -1.119  0.010